[1]
A molecular structure, C33H31BCo2O8S. Source: OMol25; level of theory: wB97M-V/def2-TZVPD.

Atoms and positions in Å:
1 Co 3.2930 1.7234 -0.6228
2 Co 1.8072 -1.0836 2.1773
3 S 1.9172 -2.5538 -2.5596
4 O -2.9274 -0.0312 -1.2026
5 O 3.6788 -0.0691 -2.8756
6 O 2.6534 4.0325 -2.3003
7 O -0.6199 0.4166 -0.9052
8 O 1.8043 -3.9316 1.9556
9 O -0.4601 0.8689 2.2518
10 O 6.0265 2.5079 0.0249
11 O 2.9210 -0.0621 4.6272
12 C 1.6508 -4.8385 -3.9276
13 C -1.1249 -2.3143 1.0588
14 C 0.6431 4.6992 2.5787
15 C -0.5599 -2.7383 -1.7639
16 C 2.1812 0.5899 0.3089
17 C -0.3140 2.3745 -2.3652
18 C 2.0407 -0.8445 0.2391
19 C -3.0926 2.3269 -1.1482
20 C 4.9144 2.2163 -0.1407
21 C -0.4111 -3.8256 -2.7283
22 C 2.8147 3.1722 -1.5428
23 C 1.3599 4.7890 3.7837
24 C 1.8681 2.7322 1.9288
25 C 2.6102 2.8388 3.1498
26 C 0.7424 -2.2086 -1.3609
27 C -2.9231 -0.8346 1.6396
28 C 3.4959 0.6051 -1.9535
29 C -2.7381 -3.4313 4.3702
30 C -3.2783 -1.6378 2.7024
31 C 0.8850 -3.8224 -3.2161
32 C 0.3678 0.0438 2.2464
33 C -2.6126 1.1426 -2.0025
34 C -3.4585 1.0572 -3.2444
35 C 2.2366 1.8145 0.8440
36 C -1.0194 1.0313 -2.1629
37 C -2.5248 -2.7761 3.0140
38 C 2.3828 3.8689 4.0793
39 C -0.6853 0.1332 -3.3394
40 C 2.5152 -0.5216 3.6363
41 C 1.7511 -2.7935 2.1653
42 C -1.5508 -3.1866 2.0822
43 C 0.8772 3.7037 1.6355
44 C -1.8426 -1.1244 0.7778
45 B -1.8282 -0.0220 -0.3528
46 H -1.5576 -2.4727 -1.3993
47 H -3.2256 0.1975 -3.8806
48 H 3.0690 -1.2896 0.0727
49 H -3.2937 1.9753 -3.8100
50 H -3.5893 -4.1386 4.3391
51 H -4.5114 1.0168 -2.9478
52 H -2.9451 -2.6624 5.1389
53 H 2.9247 3.8814 5.0294
54 H -0.2537 -2.6200 0.4314
55 H -3.3207 3.2337 -1.7500
56 H 0.4193 3.6827 0.6195
57 H 2.3385 -4.3167 -4.5920
58 H 0.7072 2.2039 -2.7328
59 H -4.0412 1.9504 -0.6976
60 H -1.2097 -4.2431 2.2020
61 H 3.4771 2.1882 3.2880
62 H -4.1315 -1.3532 3.3162
63 H -3.4952 0.0673 1.4349
64 H -0.7776 3.0130 -3.1487
65 H -0.2431 2.9627 -1.4391
66 H 2.2260 -5.4069 -3.1897
67 H -0.1562 5.4060 2.3491
68 H 0.9955 -5.4633 -4.5071
69 H -1.1138 0.5700 -4.2564
70 H -2.3391 2.5756 -0.3566
71 H 1.1100 -1.3163 -0.4896
72 H -1.8437 -3.9635 4.7322
73 H 0.3941 0.0896 -3.5247
74 H -1.0775 -0.8815 -3.2172
75 H -1.1871 -4.5603 -3.0330
76 H 1.1847 5.6364 4.4564

Results
Total charge: 0
Kohn-Sham gap (eV): 5.5
LUMO (hartree): -0.06355

[2]
A molecular structure, C33H31Br2N3O5S7SeV. Source: OMol25; level of theory: wB97M-V/def2-TZVPD.

Atoms and positions in Å:
1 Br -2.6693 -6.8283 1.0377
2 Br 0.6553 -4.7069 -2.9949
3 Se -3.0730 2.0518 1.1673
4 V 0.0191 -0.4966 -0.4037
5 S 0.0362 0.8433 -2.4324
6 S 2.3657 -3.1181 0.7652
7 S 3.4181 -0.5253 -0.5523
8 S 0.6027 2.4830 0.3047
9 S -2.2228 -0.2154 -1.3620
10 S 1.6422 -1.8556 2.1119
11 S -2.4992 1.1726 -4.0250
12 O 0.9142 -0.7037 1.3225
13 O 0.1246 -2.0796 -1.4013
14 O 0.6360 -2.4933 2.9391
15 O 2.0514 -0.0579 -0.9510
16 O 2.6951 -1.1673 2.8473
17 N -1.3396 -1.7129 0.6967
18 N 2.1739 1.6316 2.2616
19 N 2.4796 3.8078 1.5919
20 C 4.6424 -3.3863 -3.8556
21 C -3.1396 5.2512 3.8739
22 C -3.3330 3.1154 2.7216
23 C -4.2965 1.1442 3.9758
24 C -2.6539 -2.4467 2.5173
25 C -2.3204 5.0984 1.5213
26 C 5.3608 -3.3578 -2.6661
27 C -1.0784 -5.4911 -0.8735
28 C -1.6457 0.6647 -2.7246
29 C 3.5440 -2.5566 -4.0300
30 C -1.8130 -5.3177 0.2642
31 C -3.8972 2.5904 3.9022
32 C -3.9197 5.6013 6.2503
33 C -2.9477 4.4777 2.7361
34 C -3.7054 4.7357 5.0357
35 C 5.7908 0.8578 -0.8146
36 C 4.9857 -2.4892 -1.6533
37 C -0.5002 -3.1400 -0.9417
38 C 6.5615 1.9625 -1.1383
39 C 3.1630 -1.6777 -3.0257
40 C 4.5920 3.1103 -1.9093
41 C 3.8107 2.0041 -1.5973
42 C -1.2982 -2.9815 0.2260
43 C 3.9070 -1.6447 -1.8601
44 C -1.9444 -4.0451 0.8690
45 C -2.6450 -3.7309 2.0559
46 C 3.3002 4.1207 2.7377
47 C 4.4247 0.8833 -1.0644
48 C -0.4204 -4.4048 -1.4762
49 C -4.0735 3.3985 5.0230
50 C 1.8167 2.6247 1.4477
51 C -1.9679 -1.4392 1.8125
52 C 5.9605 3.0900 -1.6872
53 H -2.8305 6.2948 3.8519
54 H 6.2461 -0.0192 -0.3690
55 H -1.4313 4.5402 1.2187
56 H 4.1182 3.9927 -2.3208
57 H -4.8814 0.9449 4.8781
58 H 5.4974 -2.4934 -0.6983
59 H -4.5122 2.9613 5.9178
60 H -1.9750 -0.3999 2.1284
61 H -3.4093 0.5028 3.9849
62 H 2.7727 3.9539 3.6822
63 H 1.7818 0.7125 2.0795
64 H -4.8625 0.8561 3.0884
65 H 4.9267 -4.0774 -4.6399
66 H 3.5908 5.1680 2.6820
67 H 2.9631 -2.6027 -4.9424
68 H 7.6286 1.9489 -0.9531
69 H 2.2866 -1.0473 -3.1246
70 H 6.1955 -4.0312 -2.5167
71 H 3.0446 1.6436 2.7644
72 H -3.1731 -2.1787 3.4264
73 H -2.0565 6.1431 1.7114
74 H 2.7363 2.0113 -1.7355
75 H -0.9826 -6.4721 -1.3165
76 H -2.9972 5.0431 0.6654
77 H -4.6892 6.3613 6.0802
78 H 2.0621 4.5617 1.0745
79 H -3.0055 6.1290 6.5372
80 H -4.2364 5.0005 7.1054
81 H -3.1599 -4.5166 2.5924
82 H 6.5618 3.9577 -1.9305
83 H 4.2209 3.5301 2.7444

Results
Total charge: -2
Kohn-Sham gap (spin up / spin down) (eV): 4.7 / 4.8
LUMO (spin up / spin down) (hartree): 0.13005 / 0.13596
Spin multiplicity: 2